Entry 1:
The following is a quantum chemistry calculation of C37H51N5O7S2SiTa as an isolated structure in a non-equilibrium geometry, from OMol25.

```
104
Properties=species:S:1:pos:R:3:forces:R:3
Ta 0.6996 0.3773 0.1093 -1.0 0.5 -0.4
C -2.5495 0.6312 -0.6783 0.0 0.0 0.0
O -1.5448 0.5444 0.3781 -0.1 -0.2 0.1
C -1.9992 0.9154 1.6521 -0.1 0.1 -0.1
C -3.2542 1.4321 1.9193 0.0 0.0 0.0
C -3.5662 1.7464 3.2363 0.0 0.0 0.0
C -2.6476 1.5362 4.2598 0.0 0.0 0.0
C -1.4015 1.0057 3.9769 0.0 0.0 0.1
C -1.0792 0.7089 2.6616 0.1 -0.1 0.0
N 0.1630 0.1608 2.2282 0.0 -0.1 0.0
N 0.7737 -0.4947 3.1492 0.0 -0.1 0.0
C 1.8296 -1.2866 2.9219 -0.1 0.0 0.1
C 2.1444 -1.7787 1.6341 -0.2 0.0 -0.1
O 1.4505 -1.3006 0.6057 0.1 0.0 -0.1
C 3.0446 -2.8244 1.4435 0.1 0.0 0.0
C 3.7034 -3.3258 2.5346 0.0 0.0 0.0
C 3.4603 -2.8661 3.8568 0.0 0.0 0.0
C 4.1392 -3.4383 4.9521 0.0 0.0 0.0
C 3.8538 -3.0315 6.2288 0.0 0.0 0.0
C 2.8776 -2.0466 6.4445 0.0 0.0 0.0
C 2.2116 -1.4618 5.3909 0.0 0.0 0.0
C 2.4940 -1.8600 4.0776 0.0 0.0 0.0
H -3.3680 -0.0357 -0.4205 0.0 0.0 0.0
H -2.0730 0.3183 -1.5953 0.0 0.0 0.0
H -2.8864 1.6623 -0.7567 0.0 0.0 0.0
H -3.9935 1.5794 1.1480 0.0 0.0 0.0
H -4.5451 2.1468 3.4616 0.0 0.0 0.0
H -2.9116 1.7759 5.2803 0.0 0.0 0.0
H -0.6821 0.8126 4.7602 0.0 0.0 0.0
H 3.2236 -3.1959 0.4443 0.0 0.0 0.0
H 4.4287 -4.1192 2.3953 0.0 0.0 0.0
H 4.8779 -4.2088 4.7711 0.0 0.0 0.0
H 4.3659 -3.4771 7.0704 0.0 0.0 0.0
H 2.6364 -1.7518 7.4576 0.0 0.0 0.0
H 1.4505 -0.7175 5.5739 0.0 0.0 0.0
O 3.4806 -0.2415 -1.2524 -0.1 0.1 -0.1
C 2.4482 0.3118 -1.3635 0.6 -0.4 0.4
C -0.1088 3.6832 1.9469 0.1 0.0 0.0
C -0.0731 3.6075 0.4654 0.0 0.1 0.0
N 0.1795 2.5509 -0.3115 0.0 -0.1 -0.1
C 0.0014 2.9841 -1.6320 0.0 0.0 0.1
C -0.3250 4.2931 -1.6300 0.0 0.0 0.0
N -0.3659 4.6613 -0.3058 0.0 0.0 0.0
H 0.5305 2.9244 2.3889 -0.1 0.1 0.0
H -1.1249 3.5332 2.3184 0.0 0.0 0.0
H 0.2349 4.6609 2.2835 0.0 0.0 0.0
H 0.1035 2.3392 -2.4833 0.0 0.0 0.0
H -0.5358 4.9780 -2.4327 0.0 0.0 0.0
H -0.6006 5.5783 0.0446 0.0 0.0 0.0
C -2.4185 -0.0591 -4.8899 0.0 -0.1 0.0
C -1.0753 0.4890 -5.3423 -0.2 0.0 0.2
C -1.2292 1.8739 -5.9374 -0.1 0.0 -0.1
C -0.3777 -0.4515 -6.2984 0.1 0.0 -0.1
O -0.2727 0.6574 -4.1016 0.3 0.0 0.0
Si 0.6468 -0.2069 -3.1348 -0.5 -0.3 -0.4
O -0.0049 -0.1432 -1.6086 0.5 -0.1 0.6
O 2.0622 0.7259 -2.7592 0.2 0.5 -0.2
C 3.1930 1.2646 -3.7688 0.1 0.1 -0.1
C 4.2719 1.9061 -2.9227 0.0 0.0 0.0
C 3.6748 0.0871 -4.5758 -0.1 -0.1 0.0
C 2.4786 2.3137 -4.5880 -0.1 -0.1 0.1
O 1.1906 -1.6029 -3.6132 -0.2 -0.3 0.0
C 1.2295 -3.0633 -3.3884 0.0 0.1 0.1
C 2.6864 -3.4557 -3.5369 0.0 0.0 0.0
C 0.7112 -3.3416 -1.9907 0.0 0.0 0.0
C 0.3642 -3.7280 -4.4396 0.0 0.1 0.0
H -3.0819 -0.1877 -5.7449 0.0 0.0 0.0
H -2.8959 0.6287 -4.1902 0.0 0.0 0.0
H -2.2973 -1.0352 -4.4129 0.0 0.0 0.0
H -1.9125 1.8122 -6.7853 0.0 0.0 0.0
H -0.2879 2.2718 -6.3147 0.1 0.0 0.1
H -1.6541 2.5689 -5.2128 0.0 0.0 0.0
H -0.9888 -0.5526 -7.1959 0.0 0.0 0.0
H -0.2537 -1.4400 -5.8666 0.0 -0.1 0.0
H 0.5978 -0.0630 -6.6019 0.0 0.0 0.0
H 4.8750 1.1970 -2.3666 0.0 0.0 0.0
H 3.8540 2.6544 -2.2456 0.0 0.0 0.0
H 4.9246 2.4274 -3.6243 0.0 0.0 0.0
H 4.1145 -0.6796 -3.9392 0.0 0.0 0.0
H 4.4433 0.4558 -5.2567 0.0 0.0 0.0
H 2.8772 -0.3573 -5.1735 0.0 0.1 0.0
H 2.1405 3.1399 -3.9617 0.0 0.0 0.0
H 1.6350 1.9014 -5.1304 -0.1 0.0 -0.1
H 3.1915 2.7086 -5.3119 0.0 0.0 0.0
H 3.2997 -2.9672 -2.7771 0.0 0.0 0.0
H 3.0585 -3.1827 -4.5240 0.0 0.0 0.0
H 2.7899 -4.5353 -3.4242 0.0 0.0 0.0
H 1.3302 -2.8367 -1.2491 0.0 0.0 0.0
H 0.7420 -4.4135 -1.7932 0.0 0.0 0.0
H -0.3248 -3.0130 -1.8819 0.0 0.0 0.0
H 0.7226 -3.4956 -5.4416 0.0 0.0 0.0
H -0.6789 -3.4194 -4.3458 0.0 0.0 0.0
H 0.4061 -4.8100 -4.3137 0.0 0.0 0.0
S 2.8492 1.5414 1.0510 0.1 0.1 0.1
C 3.1896 2.0045 2.6742 0.0 0.0 0.0
N 4.3879 2.4830 2.9097 0.0 0.0 0.0
C 4.7509 2.8716 4.2761 0.0 0.0 0.0
C 3.5042 2.6610 5.1507 0.0 0.0 0.0
S 2.2073 1.9448 4.0818 0.1 0.0 0.0
H 5.0650 2.5386 2.1589 0.0 0.0 0.0
H 5.0677 3.9127 4.2780 0.0 0.0 0.0
H 5.5844 2.2567 4.6114 0.0 0.0 0.0
H 3.1268 3.5921 5.5636 0.0 0.0 0.0
H 3.6866 1.9618 5.9618 0.0 0.0 0.0
```
Forces are in eV/Å.

## Properties
net charge: +3
orbital gap: 6.36 eV
ΔE to the lowest compared entry with this formula, charge and spin: 1.1195 eV
calculated total energy: -92064.5215 eV
lowest unoccupied orbital energy: -9.097 eV
HOMO: -15.46 eV

Entry 2:
The following is a quantum chemistry calculation of C37H52BBiN5OPS3 as an isolated structure, from OMol25.

```
101
Properties=species:S:1:pos:R:3:forces:R:3
Bi 1.5074 1.5664 0.0570 0.1 0.0 -0.2
C 5.2406 -0.0136 0.6213 0.0 0.1 0.0
C 5.0551 1.4680 0.6911 -0.2 0.0 0.0
N 3.9186 2.1419 0.6176 0.2 0.0 0.1
C 4.1444 3.5092 0.7520 -0.2 -0.2 -0.1
C 5.4448 3.8526 0.8955 0.1 0.1 0.0
S 6.4185 2.4612 0.8909 0.1 0.0 0.0
C 3.0117 4.4355 0.8032 -0.1 -0.2 -0.1
C 3.0764 5.7614 1.0676 0.1 0.1 0.1
S 1.5084 6.4168 1.1575 0.0 0.1 0.0
C 0.8219 4.9047 0.8189 0.0 -0.2 0.0
N 1.7204 3.9539 0.6453 0.0 0.1 0.1
C -0.6555 4.7241 0.7313 0.0 0.0 0.0
H 4.3368 -0.5312 0.9124 -0.1 0.0 0.0
H 6.0387 -0.3210 1.2959 0.0 0.0 0.0
H 5.5244 -0.3217 -0.3877 0.0 0.0 0.0
H 5.8658 4.8385 1.0234 0.0 -0.1 0.0
H 3.9508 6.3680 1.2495 -0.1 -0.1 0.0
H -1.1742 5.4756 1.3250 0.0 0.0 0.0
H -0.9472 3.7337 1.0824 0.0 0.0 0.0
H -0.9780 4.8395 -0.3037 0.0 0.0 0.0
O -0.7264 1.3553 -0.1634 0.1 0.0 -0.1
P -2.0245 0.5676 -0.5012 -0.1 -0.1 0.1
C -3.0117 1.4978 -1.7210 -0.1 0.1 0.0
C -2.8242 3.0226 -1.6401 0.0 0.0 0.0
C -3.7347 3.7223 -0.6358 0.0 0.0 0.0
C -5.1963 3.3917 -0.9206 0.0 0.0 0.0
C -5.4448 1.8876 -0.8699 0.0 0.0 0.0
C -4.5108 1.1070 -1.8000 0.0 0.1 0.0
C -2.9770 0.4171 1.0573 0.0 -0.1 0.1
C -3.9704 -0.7556 1.2055 0.0 0.0 0.0
C -3.3250 -2.0690 1.6546 0.0 0.0 0.0
C -2.4680 -1.8792 2.9037 0.0 0.0 0.0
C -1.4266 -0.7879 2.6803 0.0 0.0 0.0
C -2.0966 0.5303 2.3140 0.0 0.0 0.0
C -1.4952 -1.0382 -1.2120 0.1 0.0 -0.1
C -2.5673 -1.9927 -1.7930 0.0 0.1 0.0
C -2.9122 -1.7592 -3.2664 0.0 0.0 0.1
C -1.6689 -1.7613 -4.1473 0.0 0.0 0.0
C -0.6872 -0.6959 -3.6757 0.0 0.0 0.0
C -0.3173 -0.9229 -2.2111 -0.1 0.0 0.0
H -2.5471 1.1921 -2.6572 0.0 -0.1 -0.1
H -3.0354 3.4250 -2.6354 0.0 0.0 0.0
H -1.7760 3.2314 -1.4398 0.1 0.1 0.0
H -3.5763 4.8012 -0.7003 0.0 0.0 0.0
H -3.4755 3.4365 0.3913 0.0 0.0 0.0
H -5.4539 3.7687 -1.9166 0.0 0.0 0.0
H -5.8508 3.9037 -0.2146 0.0 0.0 0.0
H -6.4719 1.6703 -1.1673 0.0 0.0 0.0
H -5.3572 1.5344 0.1608 0.0 0.0 0.0
H -4.8208 1.3002 -2.8315 0.0 0.0 0.0
H -4.6517 0.0369 -1.6489 0.0 -0.1 0.0
H -3.5678 1.3322 1.0025 0.0 0.1 0.0
H -4.5623 -0.8996 0.3015 0.0 0.0 0.0
H -4.6858 -0.4471 1.9742 0.0 0.0 0.0
H -2.7036 -2.4876 0.8560 0.0 0.0 0.0
H -4.1121 -2.8017 1.8406 0.0 0.0 0.0
H -1.9909 -2.8205 3.1838 0.0 0.0 0.0
H -3.1061 -1.5915 3.7459 0.0 0.0 0.0
H -0.7558 -1.0932 1.8645 0.0 0.0 0.0
H -0.8098 -0.6534 3.5739 -0.1 0.0 -0.1
H -1.3622 1.3256 2.1904 -0.1 0.0 0.0
H -2.7479 0.8366 3.1378 0.0 0.0 0.0
H -1.0855 -1.5091 -0.3095 0.0 0.0 0.0
H -3.4679 -1.9983 -1.1844 -0.1 0.0 0.0
H -2.1497 -3.0010 -1.7092 0.0 0.0 0.0
H -3.4404 -0.8145 -3.4021 -0.1 0.1 0.0
H -3.6038 -2.5407 -3.5827 0.0 0.0 0.0
H -1.9393 -1.5962 -5.1902 0.0 0.0 0.0
H -1.1867 -2.7443 -4.0984 0.0 0.0 0.0
H -1.1177 0.2965 -3.8254 0.0 0.1 0.0
H 0.2247 -0.7204 -4.2765 0.0 0.0 0.0
H 0.3945 -0.1581 -1.8841 -0.1 0.0 0.0
H 0.2133 -1.8794 -2.1574 0.0 0.0 0.0
B 0.8155 1.1600 4.8050 0.0 0.0 0.0
C 1.0454 1.3269 3.2894 -0.1 0.1 0.8
N 1.1852 1.4486 2.1463 0.2 0.0 -0.7
H -0.3885 1.2281 4.9367 0.1 0.0 0.0
H 1.2608 0.0641 5.0739 0.0 0.0 0.0
H 1.4085 2.0679 5.3351 0.0 -0.1 0.0
S 2.5197 -5.3548 0.3039 0.1 0.2 0.2
C 2.3510 -3.5901 0.3097 0.0 -0.2 -0.1
C 1.9147 -2.9366 1.4585 -0.1 0.0 0.1
C 1.7625 -1.5632 1.4413 0.1 0.0 0.0
N 2.0218 -0.8270 0.3498 -0.2 0.0 0.0
C 2.4429 -1.4586 -0.7618 0.1 0.0 0.1
C 2.6187 -2.8201 -0.8249 0.1 0.1 0.0
C 4.1510 -5.4629 -0.4194 0.0 0.0 -0.2
C 4.3110 -5.7457 -1.7681 0.0 0.0 0.0
C 5.6044 -5.8017 -2.2741 0.1 0.0 0.1
N 6.6919 -5.6007 -1.5322 -0.2 0.0 0.1
C 6.5203 -5.3606 -0.2326 0.0 0.0 -0.1
C 5.2740 -5.2838 0.3753 0.0 0.0 0.0
H 1.7098 -3.4894 2.3672 0.0 0.0 0.0
H 1.4563 -1.0305 2.3327 0.0 0.0 -0.1
H 2.6565 -0.8378 -1.6297 0.0 -0.1 0.1
H 2.9642 -3.2817 -1.7411 0.0 0.0 0.0
H 3.4586 -5.9382 -2.4073 0.0 0.0 0.0
H 5.7698 -6.0202 -3.3239 0.0 0.0 0.0
H 7.4225 -5.2272 0.3557 0.0 0.0 0.0
H 5.1858 -5.1005 1.4385 0.0 0.0 0.0
```
Forces are in eV/Å.

## Properties
net charge: +2
orbital gap: 8.50 eV
ΔE to the lowest compared entry with this formula, charge and spin: 0.0000 eV
calculated total energy: -97011.0449 eV
lowest unoccupied orbital energy: -5.414 eV
HOMO: -13.91 eV

Entry 3:
The following is a quantum chemistry calculation of a 5-piece molecular cluster, C37H52BCl2F2N2O10PS overall in a non-equilibrium geometry, from OMol25.

```
108
Properties=species:S:1:pos:R:3:forces:R:3
C 0.9654 -5.2717 3.1909 -1.1 0.0 1.2
C -0.2438 -4.2140 2.9128 0.1 -0.9 -0.2
C -0.2585 -3.7211 1.3584 0.6 -0.8 0.4
F -1.0833 -4.5954 0.5301 1.0 1.7 1.5
C -0.6000 -2.1736 1.1837 0.0 3.1 -0.4
C 0.6436 -1.2105 1.2068 -1.8 1.3 -0.4
C 0.5295 0.3396 1.0053 -3.4 -3.2 0.2
C -0.9127 0.8967 0.8068 2.1 -2.4 0.8
P -1.0177 2.8091 0.6007 -1.6 1.1 0.7
O -0.5484 3.5472 2.1013 0.3 -0.7 -2.4
Cl 0.3281 3.4217 -0.9614 0.0 -0.8 1.0
C -2.1902 -0.0234 0.7758 4.8 -0.8 0.4
S -3.8857 0.6435 0.4857 -5.7 -4.0 0.3
O -4.5401 -0.1954 -0.5953 2.9 3.2 2.7
O -4.6369 0.4754 1.7941 3.0 1.7 -3.5
F -3.9721 2.2124 -0.0461 0.8 -2.5 1.1
C -2.0539 -1.5835 0.9939 1.9 1.5 -0.4
C -3.3613 -2.5384 1.0142 -0.2 0.6 0.7
Cl -3.6447 -3.3529 -0.6370 0.4 0.6 1.4
C -3.3812 -3.5810 2.2407 -1.1 0.2 0.3
C -4.9116 -3.6868 2.8054 0.3 -1.2 -0.1
C 1.8684 1.1943 1.0020 1.4 1.0 0.5
O 2.0357 2.3350 1.4793 -1.0 -3.6 -1.6
C 3.1516 0.4558 0.3503 -1.3 -3.1 1.0
B 4.2475 1.2820 -0.5398 0.5 0.6 -1.3
N 5.5631 1.7790 -0.0372 -1.2 -0.7 0.0
O 3.9282 1.5134 -1.9312 -0.2 0.3 2.6
C 3.2591 -0.9585 0.5577 0.0 1.6 -0.1
C 4.4458 -1.8454 0.0026 3.3 -2.5 -1.8
C 4.5576 -2.3384 -1.4903 2.1 -0.3 3.5
C 5.7700 -3.2308 -1.8077 -1.1 0.7 0.5
N 6.8179 -3.7059 -0.9846 -2.8 2.6 1.6
C 6.7842 -3.2642 0.3626 -3.4 1.5 -1.4
C 5.6408 -2.3693 0.8626 -0.5 -0.1 -1.3
C 2.1528 -1.7395 1.4433 0.4 -0.6 0.7
O 2.4674 -2.6306 2.2589 -1.2 2.9 -2.8
H 1.0866 -6.0280 2.3429 0.0 1.3 1.0
H 0.6025 -5.8870 4.1024 0.7 0.9 -1.4
H 1.9298 -4.7676 3.5232 -1.2 -0.7 -0.9
H -0.1847 -3.2988 3.6087 0.0 -1.4 -1.1
H -1.1977 -4.8101 3.1760 1.4 1.3 -0.7
H 0.8117 -3.9593 0.9905 -1.8 0.9 0.4
H -0.3972 4.5047 1.8851 -0.2 -1.1 0.3
H -4.3297 -1.9267 1.1666 2.0 -0.6 -0.4
H -3.0936 -4.6463 1.9556 0.0 1.8 0.1
H -2.7046 -3.1702 3.0777 -1.0 -0.7 -1.4
H -5.6849 -3.3358 2.0317 1.2 -0.3 1.3
H -5.0435 -3.1988 3.8258 0.1 -0.3 -1.6
H -5.1356 -4.8115 2.9619 0.3 1.8 -0.2
H 6.2824 1.0438 0.0045 -0.3 0.7 0.1
H 5.4765 2.2848 0.8553 0.2 -0.8 -0.3
H 3.2577 2.2380 -1.9536 0.4 -0.7 -0.4
H 3.7688 -2.0353 -2.2709 1.5 -0.6 1.3
H 5.8180 -3.5909 -2.9028 0.0 0.6 2.0
H 7.5832 -3.6019 1.1108 -1.3 0.5 -1.5
H 5.6547 -2.0714 1.9730 0.0 -0.5 -1.9
C 2.6512 3.3794 -6.6528 0.3 0.1 -0.3
C 2.2407 2.0260 -6.1153 -0.4 -0.2 0.0
C 2.7668 2.0781 -4.6943 0.3 -0.1 0.1
O 2.7221 3.4526 -4.2861 -0.1 -0.2 -0.2
C 2.4701 4.2684 -5.4387 -0.2 0.3 0.2
H 2.0641 3.7079 -7.5120 0.0 0.0 0.1
H 3.7059 3.3578 -6.9465 -0.1 0.0 0.0
H 1.1485 1.9462 -6.1070 0.1 0.0 0.0
H 2.6397 1.1862 -6.6868 0.0 0.0 0.1
H 3.8089 1.7473 -4.6429 -0.1 -0.1 0.0
H 2.1749 1.4714 -4.0049 0.1 0.1 0.0
H 1.4420 4.6387 -5.3684 0.0 0.1 -0.1
H 3.1491 5.1237 -5.4398 0.0 -0.1 0.1
C -6.3647 4.1765 1.2824 0.1 -0.2 -0.4
C -6.4779 5.5368 1.9339 0.2 0.2 0.3
C -7.9780 5.6833 2.0987 -0.3 0.0 -0.1
O -8.5066 4.3626 2.2762 0.3 0.1 -0.1
C -7.4831 3.4088 1.9585 -0.1 -0.2 0.3
H -5.3884 3.7077 1.4112 -0.1 0.0 0.0
H -6.5653 4.2614 0.2091 0.0 0.0 0.1
H -5.9939 5.5189 2.9161 0.0 0.0 -0.1
H -6.0325 6.3434 1.3488 -0.1 0.0 0.0
H -8.4369 6.1102 1.2004 0.0 0.1 0.0
H -8.2472 6.3048 2.9561 -0.1 -0.1 0.0
H -7.1432 2.9570 2.8966 0.1 -0.1 -0.1
H -7.8970 2.6226 1.3234 -0.1 0.1 0.1
C -1.6237 8.6106 -6.4574 -0.3 0.3 -0.3
C -1.8407 7.4157 -5.5576 0.0 -0.1 0.5
C -1.0752 6.3288 -6.2860 0.1 -0.2 -0.3
O 0.0097 6.9721 -6.9717 -0.3 0.1 0.2
C -0.2030 8.3906 -6.9364 0.4 0.0 0.0
H -1.7598 9.5697 -5.9547 0.0 -0.1 0.0
H -2.3151 8.5671 -7.3055 0.0 0.0 0.1
H -1.3859 7.6010 -4.5789 -0.1 0.0 0.0
H -2.8920 7.1664 -5.4037 0.1 0.0 0.0
H -1.7014 5.8367 -7.0379 -0.1 -0.1 0.1
H -0.6816 5.5677 -5.6080 0.1 0.0 -0.1
H 0.5223 8.8204 -6.2371 0.0 0.1 0.0
H -0.0243 8.8134 -7.9275 0.1 -0.1 0.0
C 3.8079 -8.5943 5.6403 0.4 0.2 0.1
C 2.9486 -9.5903 6.3872 -0.1 -0.5 0.0
C 1.7156 -8.7671 6.7051 -0.2 0.2 0.2
O 1.5730 -7.8090 5.6475 0.3 -0.2 0.1
C 2.7726 -7.8072 4.8618 -0.2 0.0 -0.3
H 4.5612 -9.0566 5.0001 -0.1 0.0 0.0
H 4.3192 -7.9378 6.3520 0.0 0.0 -0.1
H 2.6829 -10.4209 5.7251 0.0 0.0 0.1
H 3.4264 -10.0032 7.2773 -0.1 0.0 0.0
H 1.8367 -8.2154 7.6434 0.0 -0.1 0.1
H 0.8110 -9.3758 6.7734 0.0 0.1 -0.1
H 2.5461 -8.2886 3.9041 0.1 0.0 0.0
H 3.0847 -6.7785 4.6692 -0.1 0.0 0.0
```
Forces are in eV/Å.

## Properties
net charge: 0
orbital gap: 7.09 eV
calculated total energy: -113935.9851 eV
SMILES string: CC[C@@H](F)c1c2c(c(P(O)Cl)c(S(=O)(=O)F)c1[C@@H](Cl)CC)C(=O)C(B(N)O)=C(c1ccncc1)C2=O.C1CCOC1.C1CCOC1.C1CCOC1.C1CCOC1
lowest unoccupied orbital energy: -2.183 eV
HOMO: -9.27 eV

> Which formula does entry 2 have?

C37H52BBiN5OPS3

> orbital gap of number 3 (C37H52BCl2F2N2O10PS)?

7.09 eV